Density functional theory data (ωB97M-V/def2-TZVPD) for a 11-piece molecular cluster, C36H97B4F16N6O13 overall in a non-equilibrium geometry.

Positions of all 172 atoms, in Å:
O  -1.622  0.197  -1.084
H  -0.685  -0.080  -1.067
C  -5.431  -2.189  2.062
O  -4.562  -1.833  0.984
C  -5.252  -1.865  -0.295
C  -4.500  -1.173  -1.449
N  -4.348  0.295  -1.149
H  -4.324  0.538  -0.169
H  -3.357  0.358  -1.333
C  -5.017  1.213  -2.203
C  -6.515  1.419  -1.913
O  -7.197  0.245  -1.786
C  -8.148  0.182  -0.754
H  -5.966  -3.065  1.694
H  -6.117  -1.386  2.331
H  -4.833  -2.431  2.940
H  -6.314  -1.620  -0.278
H  -5.268  -2.930  -0.527
H  -5.158  -1.164  -2.318
H  -3.565  -1.603  -1.809
H  -4.882  0.808  -3.206
H  -4.357  2.077  -2.122
H  -6.947  2.001  -2.727
H  -6.551  2.001  -0.991
H  -8.779  1.063  -0.876
H  -7.716  0.251  0.244
H  -8.813  -0.673  -0.875
C  6.595  -2.483  0.658
O  5.975  -1.384  1.330
C  4.866  -0.878  0.612
C  4.126  0.151  1.409
N  3.448  -0.513  2.570
H  2.454  -0.339  2.518
H  3.471  -1.507  2.392
C  3.970  -0.077  3.975
C  3.212  -0.752  5.120
O  1.858  -0.554  4.833
C  0.843  -1.222  5.571
H  7.460  -2.868  1.198
H  7.060  -2.164  -0.275
H  5.959  -3.344  0.453
H  4.322  -1.729  0.202
H  5.262  -0.379  -0.273
H  3.294  0.629  0.893
H  4.711  1.063  1.532
H  3.748  0.990  4.010
H  5.007  -0.398  4.073
H  3.463  -0.294  6.077
H  3.400  -1.825  5.170
H  0.898  -2.296  5.395
H  -0.106  -0.960  5.102
H  0.836  -1.013  6.641
C  8.179  0.392  2.859
O  8.605  1.574  2.231
C  8.409  2.698  3.093
C  8.391  3.877  2.049
N  7.236  3.593  0.984
H  7.386  4.090  0.118
H  7.257  2.649  0.625
C  5.794  3.981  1.421
C  4.885  4.060  0.213
O  4.980  2.885  -0.497
C  4.015  2.744  -1.538
H  8.517  0.194  3.876
H  8.492  -0.440  2.229
H  7.090  0.355  2.892
H  9.193  2.833  3.837
H  7.429  2.717  3.570
H  9.346  4.023  1.544
H  8.103  4.765  2.612
H  5.943  4.986  1.816
H  5.382  3.330  2.192
H  5.059  4.870  -0.496
H  3.879  4.116  0.630
H  3.767  1.712  -1.787
H  4.466  3.210  -2.414
H  3.061  3.186  -1.251
C  -2.960  3.542  -3.872
O  -2.040  2.901  -3.092
C  -0.908  3.656  -2.680
C  -0.283  3.116  -1.346
N  -1.385  2.874  -0.269
H  -1.881  2.094  -0.676
H  -0.956  2.445  0.539
C  -2.316  4.094  0.066
C  -3.197  3.744  1.221
O  -4.139  2.849  0.691
C  -5.006  2.261  1.644
H  -3.542  4.202  -3.229
H  -3.546  2.712  -4.268
H  -2.476  4.122  -4.658
H  -1.124  4.717  -2.555
H  -0.205  3.905  -3.475
H  0.369  3.869  -0.901
H  0.200  2.140  -1.314
H  -2.904  4.467  -0.773
H  -1.575  4.811  0.419
H  -3.742  4.619  1.575
H  -2.626  3.342  2.057
H  -4.367  2.004  2.489
H  -5.579  1.441  1.211
H  -5.680  3.077  1.906
C  -3.188  -0.649  4.643
O  -3.149  -0.165  3.271
C  -1.842  0.049  2.829
C  -1.100  -1.262  2.363
N  -1.847  -1.832  1.171
H  -2.843  -1.755  1.320
H  -1.664  -1.303  0.330
C  -1.384  -3.291  0.872
C  -2.278  -4.304  1.669
O  -2.392  -3.860  2.978
C  -2.765  -4.868  3.830
H  -2.951  -1.711  4.593
H  -4.117  -0.647  5.213
H  -2.564  -0.170  5.399
H  -1.169  0.481  3.570
H  -1.801  0.808  2.048
H  -0.947  -1.932  3.209
H  -0.167  -1.009  1.858
H  -0.321  -3.429  1.069
H  -1.564  -3.601  -0.157
H  -1.820  -5.277  1.488
H  -3.281  -4.400  1.255
H  -1.988  -5.603  4.040
H  -3.676  -5.396  3.549
H  -2.914  -4.535  4.857
C  1.027  -4.446  -1.860
O  0.658  -3.470  -2.847
C  1.050  -2.137  -2.623
C  0.467  -1.267  -3.720
N  -1.080  -1.278  -3.643
H  -1.355  -2.216  -3.895
H  -1.383  -1.071  -2.702
C  -1.794  -0.220  -4.554
C  -1.131  -0.193  -5.979
O  -1.006  -1.462  -6.605
C  -2.276  -1.898  -7.123
H  0.595  -5.413  -2.116
H  0.769  -4.043  -0.880
H  2.075  -4.744  -1.873
H  2.130  -1.996  -2.660
H  0.724  -1.803  -1.638
H  0.801  -1.535  -4.723
H  0.789  -0.255  -3.476
H  -1.527  0.692  -4.020
H  -2.849  -0.487  -4.502
H  -0.182  0.344  -5.997
H  -1.820  0.434  -6.546
H  -2.723  -1.229  -7.858
H  -2.937  -2.172  -6.301
H  -2.019  -2.816  -7.651
B  1.094  2.326  2.050
F  0.815  1.104  2.435
F  -0.080  3.071  2.176
F  2.177  2.727  2.776
F  1.552  2.320  0.737
B  2.360  -3.420  1.785
F  3.515  -3.170  2.534
F  1.308  -3.748  2.674
F  2.014  -2.268  1.094
F  2.603  -4.513  0.979
B  2.773  1.479  -5.233
F  2.581  1.760  -3.953
F  2.077  2.239  -6.175
F  4.099  1.593  -5.513
F  2.490  0.158  -5.378
B  -3.524  -3.835  -3.722
F  -3.095  -3.884  -2.418
F  -2.356  -3.785  -4.460
F  -4.249  -4.996  -4.015
F  -4.337  -2.707  -3.875

Atomic forces in eV per Å
O 0.29 -0.52 0.32
H -0.60 0.42 -0.07
C 0.22 -0.33 -0.52
O -0.63 1.45 -0.48
C 1.09 -1.84 -0.58
C -1.98 0.11 0.79
N 0.45 -0.64 -2.30
H -0.97 0.35 0.39
H 1.64 0.54 -0.25
C 0.17 -0.37 1.43
C 1.30 1.45 0.26
O 0.19 -2.23 -0.14
C -0.83 1.22 -0.32
H -0.35 -0.14 0.55
H -0.11 0.09 -0.18
H 0.10 -0.07 -0.22
H 0.20 0.79 0.50
H -0.02 -0.19 -0.51
H -0.02 -0.63 0.21
H 0.03 -0.03 0.71
H 0.28 -0.57 0.31
H -0.80 0.56 -0.16
H 0.06 0.35 -0.06
H -0.28 0.28 0.17
H -0.37 0.12 0.27
H 0.23 -0.31 0.13
H 0.50 -0.18 -0.02
C 0.73 0.09 -0.28
O 0.22 -0.57 0.57
C 1.15 -0.13 -1.35
C -1.32 -0.06 -0.60
N 1.13 1.72 1.71
H -0.58 0.63 0.32
H 0.70 -1.07 0.53
C -0.88 -1.03 -0.53
C -0.84 -0.51 -0.48
O -1.03 0.68 -0.27
C 0.32 -0.59 -0.69
H -0.29 0.28 0.70
H -0.35 0.27 -0.40
H -0.50 0.24 0.15
H -0.78 0.14 0.40
H -0.04 0.33 -0.33
H -0.03 -0.52 -0.78
H 0.46 -0.42 1.28
H 0.48 0.03 -0.05
H 0.10 0.53 -0.42
H 0.37 0.12 0.08
H 0.38 -0.17 -0.03
H 0.34 -0.29 0.25
H 0.07 0.48 0.25
H 0.11 0.21 0.00
C -0.64 -1.41 -0.35
O 0.10 0.67 1.46
C -0.05 0.87 -2.94
C -1.27 -0.83 0.71
N 0.04 0.60 1.30
H 0.35 0.79 -0.16
H 0.11 -0.96 0.53
C 1.27 0.81 -0.56
C -0.67 -0.39 0.10
O 0.49 -1.98 0.40
C -0.02 0.29 -0.60
H 0.54 0.50 0.06
H 0.02 0.07 0.07
H -0.20 0.04 -0.05
H 0.09 -0.03 -0.07
H -0.12 -0.45 0.23
H -0.30 -0.21 -0.18
H -0.02 0.26 -0.50
H -0.29 -0.06 0.25
H 0.43 -0.21 -0.17
H 0.24 0.69 0.39
H -0.30 0.56 0.06
H 0.60 -0.09 0.27
H -0.55 0.03 -0.27
H 0.07 0.33 0.00
C -0.43 0.42 -0.49
O 2.49 -1.02 1.80
C 0.06 0.46 0.79
C -1.27 0.37 0.39
N -0.94 1.78 -2.19
H -0.68 -0.95 -0.40
H 0.35 0.56 0.75
C 2.31 -0.87 0.83
C -0.70 -0.02 -0.27
O 0.08 -1.33 -1.17
C 0.50 1.52 0.35
H -0.51 0.29 -0.25
H -0.40 0.53 -0.39
H -0.21 0.00 -0.30
H -1.14 0.28 0.93
H 0.72 -1.53 -0.31
H 0.16 -0.11 -0.28
H 0.16 0.28 -0.80
H 0.43 -0.43 -0.20
H -0.24 0.44 -0.25
H 0.19 0.40 0.10
H 0.07 -0.26 0.10
H -0.57 -0.65 0.30
H 0.27 -0.06 0.08
H -0.51 -0.31 0.54
C 0.17 -1.23 0.01
O -0.74 0.40 1.66
C 1.95 -0.84 -0.27
C -0.64 1.83 -1.27
N 1.57 -2.50 1.01
H -0.85 -0.50 0.00
H 0.23 1.12 -0.58
C -1.99 -0.71 0.56
C 0.83 1.11 -1.51
O 0.48 0.51 0.37
C -0.25 -1.39 2.08
H 0.41 -0.13 0.20
H -0.89 0.53 -1.23
H 0.83 0.46 -0.74
H -0.26 0.02 0.49
H -0.55 -0.21 -0.37
H -0.26 -0.42 -0.67
H 0.35 0.20 0.90
H -0.20 0.46 0.45
H -0.06 0.79 -0.37
H 0.29 -0.22 0.67
H -0.17 0.27 -0.41
H 0.36 -0.30 -0.81
H -0.13 0.01 -0.36
H -0.34 0.86 -0.14
C 0.29 0.36 -0.49
O 0.06 -0.55 -0.12
C -0.10 -0.72 -0.53
C -0.89 0.53 0.94
N 1.10 0.68 -1.75
H -0.54 -0.85 -0.27
H -0.09 0.18 0.78
C 2.45 -1.35 0.48
C -1.07 -0.18 0.35
O -0.70 1.18 0.31
C 1.01 -1.17 0.10
H -0.93 0.43 0.11
H -0.02 -0.48 0.16
H 0.50 0.83 0.02
H 0.27 -0.10 -0.01
H -0.20 0.15 0.41
H -0.24 -0.03 0.18
H -0.03 0.18 -0.43
H -0.56 0.31 -0.25
H 0.04 0.12 -0.25
H 0.23 -0.39 0.32
H -0.09 0.18 -0.34
H 0.07 0.43 0.24
H -0.27 0.19 -0.11
H -0.24 -0.06 0.03
B 0.96 1.44 -0.56
F -1.05 -4.16 0.84
F -0.38 0.98 -0.07
F 1.17 1.46 1.39
F -0.25 0.17 -1.64
B -0.66 -2.06 0.75
F 0.72 0.50 0.45
F -0.09 0.37 0.01
F -0.27 0.83 -0.73
F -0.04 0.21 -0.57
B 1.05 -0.49 -2.81
F -1.35 1.77 3.77
F -0.96 0.55 0.29
F 2.38 0.80 -0.33
F -1.40 -2.59 -0.52
B -0.65 -1.65 -0.26
F 0.25 0.31 2.27
F 0.62 0.68 -1.18
F 0.01 0.38 -0.13
F -0.09 0.78 -0.45

Values from the calculation:
multiplicity	1
electronic energy	-4434.1256	a.u.
charge	+1

Löwdin atomic charge list, values in e, 99 entries: -0.36, -0.04, -0.06, -0.25, -0.13, -0.07, 0.08, 0.13, 0.06, -0.04, -0.22, -0.17, -0.08, 0.10, 0.09, 0.08, 0.11, 0.14, 0.12, 0.11, 0.13, 0.10, 0.14, 0.12, 0.10, 0.08, 0.11, -0.08, -0.20, -0.20, -0.08, 0.10, 0.13, 0.09, -0.03, -0.20, -0.20, -0.06, 0.09, 0.09, 0.10, 0.13, 0.13, 0.12, 0.12, 0.12, 0.13, 0.13, 0.13, 0.10, 0.06, 0.10, -0.10, -0.19, -0.17, -0.02, 0.10, 0.16, 0.15, -0.06, -0.24, -0.21, -0.05, 0.10, 0.10, 0.06, 0.14, 0.12, 0.13, 0.12, 0.13, 0.13, 0.14, 0.13, 0.09, 0.11, 0.08, -0.12, -0.22, -0.16, -0.04, 0.08, 0.08, 0.10, -0.04, -0.22, -0.22, -0.06, 0.09, 0.09, 0.11, 0.12, 0.14, 0.12, 0.11, 0.13, 0.14, 0.14, 0.13